C27H25B2F8N6OV | ωB97M-V/def2-TZVPD

Last column: Löwdin spin population.
Cartesian coordinates (Å):
V1 -0.028 -0.112 0.765  2.125
C1 -4.774 2.733 0.556  0.012
C2 -3.416 2.981 0.414  0.001
C3 -2.505 1.939 0.447  0.015
C4 -2.937 0.622 0.634  0.010
C5 -4.311 0.377 0.767  0.010
C6 -5.212 1.424 0.728  0.000
N1 -1.979 -0.397 0.698  0.092
N2 -2.435 -1.613 0.613  0.282
C7 -1.440 -2.552 0.718  0.026
C8 -1.770 -3.917 0.675  0.041
C9 -0.777 -4.860 0.819  0.010
C10 0.540 -4.452 1.043  0.052
C11 0.863 -3.103 1.071  0.003
C12 -0.103 -2.114 0.885  0.047
H1 -5.484 3.551 0.536  0.001
H2 -3.055 3.993 0.281  0.000
H3 -1.448 2.154 0.326  0.003
H4 -4.640 -0.640 0.924  0.001
H5 -6.271 1.220 0.840  0.000
H6 -2.809 -4.203 0.555  0.001
H7 -1.016 -5.916 0.783  -0.001
H8 1.310 -5.196 1.217  0.003
H9 1.886 -2.821 1.294  -0.001
C13 3.923 -1.213 -0.622  -0.003
C14 4.739 -0.620 0.336  0.020
C15 4.143 0.117 1.335  -0.003
C16 2.760 0.276 1.344  0.025
N3 1.971 -0.316 0.430  0.003
C17 2.560 -1.052 -0.517  0.018
C18 2.047 1.144 2.278  0.014
C19 2.667 2.084 3.083  0.000
C20 1.888 2.964 3.811  0.011
C21 0.512 2.867 3.722  0.000
C22 -0.034 1.882 2.922  0.020
N4 0.711 1.040 2.213  0.013
H10 4.337 -1.804 -1.427  -0.001
H11 5.814 -0.731 0.291  0.001
H12 4.740 0.577 2.109  0.000
H13 1.896 -1.554 -1.206  0.001
H14 3.744 2.161 3.099  0.000
H15 2.350 3.732 4.417  0.001
H16 -0.134 3.557 4.245  0.000
H17 -1.105 1.747 2.865  0.002
F1 0.952 -1.427 3.732  0.004
B1 -0.262 -1.093 4.385  0.002
F2 -1.234 -0.693 3.400  0.016
F3 -0.745 -2.180 5.103  0.000
F4 -0.019 -0.008 5.248  0.000
N5 -0.249 -0.308 -1.112  0.007
C23 -0.231 -0.341 -2.264  0.067
N6 -0.204 -0.381 -3.583  0.024
C24 1.107 -0.433 -4.234  0.004
C25 0.944 0.042 -5.668  0.001
O1 -0.032 -0.724 -6.354  0.000
C26 -1.297 -0.600 -5.729  0.001
C27 -1.258 -1.104 -4.295  0.005
H18 1.494 -1.460 -4.229  0.001
H19 1.796 0.215 -3.693  0.000
H20 1.879 -0.082 -6.212  0.000
H21 0.659 1.101 -5.673  0.000
H22 -1.996 -1.193 -6.316  0.000
H23 -1.615 0.451 -5.739  0.000
H24 -1.050 -2.181 -4.288  0.001
H25 -2.212 -0.925 -3.801  0.001
F5 1.115 4.172 -1.419  0.000
B2 1.179 3.501 -0.196  0.001
F6 2.481 3.539 0.322  0.000
F7 0.258 4.037 0.715  0.000
F8 0.829 2.118 -0.419  0.009

Results
**Highest occupied orbital energy (alpha / beta)**: -3.5361 / -5.2764 eV
**Charge**: -1
**⟨S²⟩**: 3.782
**Multiplicity**: 4
**Relative energy (zero: lowest compared OMol25 entry of this formula, charge and spin)**: 6.0 kcal per mole
**Gap between HOMO and LUMO (alpha / beta)**: 5.57 / 7.17 eV
**Total energy**: -3240.84055 a.u.

---

C27H25F3N | ωB97M-V/def2-TZVPD

Last column: Löwdin charge in e.
Cartesian coordinates (Å):
F1 3.164 3.801 3.386  0.065
C1 3.164 2.485 2.994  -0.213
C2 4.376 1.806 2.920  0.102
C3 4.308 0.463 2.549  -0.213
F2 5.504 -0.206 2.358  0.055
C4 3.114 -0.183 2.291  0.034
C5 1.908 0.572 2.186  -0.174
C6 0.742 -0.020 1.529  0.005
C7 -0.637 0.333 1.907  -0.202
C8 -1.608 -0.664 2.148  -0.026
C9 -2.895 -0.319 2.549  -0.054
C10 -3.275 1.027 2.641  0.012
C11 -2.350 1.993 2.270  -0.234
F3 -2.746 3.306 2.180  0.053
C12 -1.059 1.675 1.892  0.020
C13 1.951 1.908 2.655  0.068
H1 5.319 2.306 3.113  0.145
H2 3.119 -1.266 2.182  0.129
H3 0.873 -1.084 1.288  0.123
H4 -1.323 -1.711 2.034  0.121
H5 -3.622 -1.102 2.769  0.119
H6 -4.279 1.324 2.933  0.129
H7 -0.386 2.460 1.561  0.118
H8 1.043 2.489 2.745  0.110
C14 -3.441 1.081 -2.515  -0.134
C15 -2.485 2.089 -3.154  -0.142
C16 -1.087 1.769 -2.607  -0.129
N1 -1.183 0.418 -2.078  -0.056
C17 -0.121 -0.247 -1.483  -0.090
C18 0.812 0.322 -0.587  -0.067
C19 2.249 -0.041 -0.842  -0.140
C20 2.419 -1.594 -0.755  -0.110
C21 1.163 -2.328 -1.155  -0.154
C22 0.058 -1.670 -1.759  -0.086
C23 -0.889 -2.418 -2.488  -0.007
C24 -0.954 -3.798 -2.319  -0.039
C25 0.016 -4.422 -1.510  -0.034
C26 1.089 -3.707 -0.971  -0.017
C27 -2.559 0.078 -1.730  -0.126
H9 -4.127 1.565 -1.810  0.114
H10 -4.045 0.544 -3.256  0.115
H11 -2.492 1.994 -4.242  0.115
H12 -2.778 3.108 -2.910  0.114
H13 -0.311 1.833 -3.379  0.133
H14 -0.809 2.473 -1.809  0.120
H15 0.584 1.333 -0.247  0.114
H16 2.586 0.215 -1.875  0.136
H17 2.873 0.517 -0.128  0.109
H18 3.249 -1.882 -1.470  0.151
H19 2.787 -1.889 0.263  0.105
H20 -1.579 -1.905 -3.154  0.119
H21 -1.749 -4.372 -2.798  0.118
H22 -0.067 -5.486 -1.299  0.116
H23 1.883 -4.201 -0.397  0.131
H24 -2.713 0.197 -0.631  0.124
H25 -2.786 -0.970 -1.983  0.105

Results
**Highest occupied orbital energy**: -11.5892 eV
**Charge**: +1
**Relative energy (zero: lowest compared OMol25 entry of this formula, charge and spin)**: 43.4 kcal per mole
**Gap between HOMO and LUMO**: 6.22 eV
**Total energy**: -1397.88902 a.u.

---

C27H25N3NaO2S | ωB97M-V/def2-TZVPD

Last column: Löwdin spin population.
Cartesian coordinates (Å):
Na1 -0.975 0.665 0.408  0.002
C1 -5.523 3.592 -0.026  0.082
C2 -4.135 3.650 -0.165  0.007
C3 -3.367 2.499 -0.133  0.050
C4 -3.956 1.220 0.024  0.040
C5 -5.363 1.176 0.188  0.065
C6 -6.116 2.340 0.159  0.001
N1 -3.140 0.115 -0.048  0.229
N2 -3.824 -0.993 -0.108  0.291
C7 -3.187 -2.215 -0.223  0.026
C8 -3.970 -3.105 -1.019  0.043
C9 -3.540 -4.339 -1.446  0.000
C10 -2.271 -4.785 -1.075  0.063
C11 -1.530 -3.987 -0.223  -0.004
C12 -1.944 -2.734 0.271  0.066
H1 -6.123 4.495 -0.053  0.007
H2 -3.649 4.610 -0.302  -0.002
H3 -2.287 2.565 -0.246  0.002
H4 -5.826 0.211 0.334  0.008
H5 -7.192 2.278 0.283  -0.002
H6 -4.938 -2.726 -1.321  0.002
H7 -4.176 -4.948 -2.078  -0.002
H8 -1.887 -5.741 -1.411  0.005
H9 -0.567 -4.357 0.111  -0.001
O1 0.446 -0.870 -0.091  0.001
N3 0.344 -1.975 0.752  0.003
C13 1.527 -2.535 1.119  0.000
C14 1.622 -3.488 2.068  0.001
C15 0.392 -3.898 2.731  -0.001
C16 -0.780 -3.343 2.401  0.004
C17 -0.978 -2.209 1.393  0.006
S1 -1.527 -0.828 2.479  0.006
H10 2.379 -2.175 0.554  0.000
H11 2.576 -3.946 2.289  0.000
H12 0.435 -4.644 3.515  0.000
H13 -1.701 -3.625 2.893  0.000
C18 6.671 0.748 -0.734  0.000
C19 5.293 1.338 -0.573  0.000
C20 4.884 2.405 -1.452  0.000
C21 3.607 2.879 -1.431  0.000
C22 3.237 3.967 -2.414  0.000
C23 2.638 2.351 -0.507  0.000
C24 1.279 2.682 -0.701  0.000
O2 0.271 2.269 -0.088  0.000
C25 3.084 1.398 0.525  0.000
C26 2.324 0.963 1.573  0.000
C27 4.434 0.867 0.356  0.000
H14 7.388 1.506 -1.062  0.000
H15 6.663 -0.043 -1.490  0.000
H16 7.028 0.312 0.200  0.000
H17 5.604 2.818 -2.155  0.000
H18 4.135 4.340 -2.907  0.000
H19 2.743 4.804 -1.916  0.000
H20 2.556 3.599 -3.187  0.000
H21 1.087 3.400 -1.514  0.000
H22 1.338 1.354 1.782  0.000
H23 2.729 0.232 2.268  0.000
H24 1.009 -0.220 0.386  0.000
H25 4.748 0.078 1.037  0.000

Results
**Highest occupied orbital energy (alpha / beta)**: 0.2265 / -0.8467 eV
**Charge**: -2
**⟨S²⟩**: 0.775
**Multiplicity**: 2
**Relative energy (zero: lowest compared OMol25 entry of this formula, charge and spin)**: 10.9 kcal per mole
**Gap between HOMO and LUMO (alpha / beta)**: 3.81 / 4.88 eV
**Total energy**: -1919.01833 a.u.